Formula: C13H26N6O6SV
Source: the OMol25 dataset
Level of theory: ωB97M-V/def2-TZVPD

XYZ file:
```
53
Properties=species:S:1:pos:R:3:forces:R:3
O 0.019 -1.246 -4.064 2.803 -0.953 -3.527
H -0.112 -1.014 -5.006 0.239 -0.442 0.459
V 0.268 0.251 -0.952 -0.354 -1.932 -1.348
N 1.687 -1.284 -1.478 0.698 0.266 0.561
N -0.516 -1.617 -0.344 -0.724 -1.961 0.512
N 0.817 2.159 -0.761 0.559 3.141 0.573
N -1.112 1.075 0.282 -1.455 2.941 1.975
O 2.910 -1.046 -1.636 -0.938 -0.614 -0.415
O 2.056 2.712 -1.230 -1.210 -0.845 -0.298
O -2.012 0.406 1.071 0.852 0.306 -0.918
O -1.528 -1.880 0.482 0.940 0.624 -1.122
C 0.002 -2.746 -0.900 -0.220 1.165 -0.107
C 1.190 -2.547 -1.619 0.415 0.282 -0.183
C 0.049 3.042 -0.101 2.330 -1.503 -1.932
C -1.053 2.413 0.542 -0.370 -2.993 -0.312
C 1.922 -3.533 -2.450 0.152 -0.574 0.135
H 1.831 -3.296 -3.518 -0.103 0.236 0.269
H 1.508 -4.530 -2.301 0.117 0.027 -0.047
H 2.987 -3.553 -2.198 -0.152 0.095 0.002
C -0.712 -4.035 -0.715 0.185 -0.468 -0.110
H -1.724 -3.951 -1.138 0.254 -0.040 0.238
H -0.794 -4.271 0.357 -0.082 0.059 -0.383
H -0.175 -4.849 -1.224 -0.276 0.282 0.229
C 0.394 4.486 -0.015 -0.183 0.710 0.206
C -1.959 3.117 1.485 -0.252 0.046 0.067
H 0.974 4.864 -0.868 -0.129 -0.495 0.245
H 0.969 4.709 0.894 -0.004 -0.096 -0.153
H -0.518 5.089 0.049 0.057 -0.153 0.040
H -2.642 2.376 1.919 0.172 0.398 -0.056
H -2.530 3.883 0.936 0.080 -0.207 0.282
H -1.391 3.627 2.285 -0.264 -0.177 -0.285
H 2.335 2.072 -1.938 -0.402 0.300 0.873
H -1.843 -0.671 0.819 -0.328 0.369 0.101
C -1.279 -0.160 -2.522 -1.730 1.359 2.435
H -0.976 -0.937 -3.456 -0.527 0.981 1.965
H -1.104 0.876 -2.897 -0.707 -0.344 0.094
H -2.262 -0.226 -2.016 0.194 0.232 -0.071
O 1.119 0.655 -2.914 0.842 0.986 -1.285
H 0.761 -0.174 -3.545 -0.366 -0.354 0.302
H 1.044 1.429 -3.518 -0.265 -0.667 0.889
C 0.011 -1.980 3.301 -0.088 -0.510 -0.123
N 0.070 -0.538 3.406 0.435 0.737 -0.251
C -0.614 0.220 4.334 0.149 0.354 -0.039
C -0.299 1.522 4.117 -0.007 -0.600 -0.031
N 0.571 1.534 3.044 0.355 -0.197 -0.128
C 0.811 0.268 2.590 -1.171 0.251 0.472
S 1.692 -0.207 1.237 0.542 0.022 -0.009
H -0.655 -2.286 2.484 0.200 0.158 0.209
H 1.015 -2.369 3.101 -0.237 0.092 0.100
H -0.369 -2.369 4.250 0.145 0.025 -0.171
H -1.256 -0.248 5.062 0.048 0.141 -0.038
H -0.601 2.419 4.620 -0.049 0.020 0.057
H 1.024 2.356 2.655 -0.168 -0.482 0.051
```
Forces are in eV/Å.

Results
**HOMO (spin up / spin down)**: -6.385 / -6.410 eV
**E**: -71642.58795 eV
**HOMO-LUMO gap (spin up / spin down)**: 5.9219 / 5.4547 eV
**Multiplicity**: 4



Formula: C13H26N6O6Tl
Source: the OMol25 dataset
Level of theory: ωB97M-V/def2-TZVPD

XYZ file:
```
52
Properties=species:S:1:pos:R:3:forces:R:3
O -0.641 3.913 -0.237 -0.942 -1.047 -0.270
H -1.346 4.228 0.358 0.327 -0.108 -0.374
Tl -0.225 0.928 0.252 -0.248 -0.732 -0.112
N -1.775 -0.860 -1.002 0.195 -0.717 0.063
N -2.898 0.808 0.718 -0.244 0.094 1.204
N 1.436 0.033 -1.611 2.689 0.280 0.760
N 1.763 2.399 -0.540 2.339 -0.686 -0.183
O -1.275 -1.683 -1.873 -0.335 0.551 0.869
O 1.326 -1.251 -2.066 -1.104 0.162 0.037
O 2.020 3.649 -0.013 -0.963 -0.218 0.019
O -3.431 1.656 1.468 0.551 -0.715 -0.833
C -3.429 -0.458 0.670 1.085 0.316 -0.745
C -2.816 -1.347 -0.264 0.462 0.717 -0.025
C 2.699 0.439 -1.475 -2.753 -1.285 -0.218
C 2.873 1.741 -0.835 -2.094 1.807 0.693
C -3.244 -2.758 -0.452 -0.310 -0.323 -0.176
H -2.530 -3.458 0.021 -0.241 0.300 -0.235
H -3.272 -2.992 -1.529 0.038 0.035 0.447
H -4.233 -2.925 -0.014 0.315 -0.069 -0.151
C -4.524 -0.824 1.591 -0.582 0.039 0.295
H -5.121 0.064 1.829 0.126 -0.262 -0.089
H -4.132 -1.208 2.545 0.011 0.084 -0.218
H -5.168 -1.594 1.164 0.034 0.140 0.082
C 3.872 -0.383 -1.880 0.153 -0.165 -0.174
C 4.206 2.327 -0.527 0.357 0.017 -0.041
H 3.550 -1.251 -2.462 0.112 0.251 0.144
H 4.422 -0.737 -0.997 -0.133 0.081 -0.155
H 4.567 0.219 -2.477 -0.097 -0.106 0.113
H 4.110 3.039 0.300 0.093 -0.252 -0.256
H 4.589 2.882 -1.398 -0.043 -0.175 0.239
H 4.926 1.542 -0.261 -0.156 0.226 -0.167
H 0.316 -1.408 -2.039 0.814 -0.023 -0.269
H 1.102 4.013 0.074 0.564 -0.163 -0.128
C -1.270 3.063 -1.274 -0.404 1.275 -0.217
H -2.033 2.377 -0.865 0.424 0.384 -0.089
H -0.488 2.531 -1.838 -0.180 0.302 0.350
H -1.788 3.726 -1.979 0.157 -0.205 0.069
O -1.820 -0.205 -4.361 0.898 -0.067 0.270
H -1.006 -0.051 -4.876 -0.613 -0.113 0.263
H -1.508 -0.679 -3.563 -0.284 0.208 -0.567
C 0.753 -2.813 1.185 -0.004 -0.209 -0.259
C 0.903 -1.768 2.225 0.079 0.336 0.355
N 0.616 -0.478 2.108 0.101 -0.213 0.174
C 0.904 0.124 3.323 0.190 -0.562 0.108
C 1.383 -0.823 4.188 -0.300 0.193 -0.757
N 1.375 -2.015 3.472 -0.145 0.356 -0.164
H 1.435 -2.618 0.343 -0.225 -0.119 0.215
H 0.985 -3.795 1.619 -0.102 0.235 -0.276
H -0.276 -2.826 0.793 0.349 -0.021 0.118
H 0.739 1.182 3.468 0.080 -0.153 0.132
H 1.706 -0.741 5.206 0.059 -0.105 0.107
H 1.669 -2.933 3.790 -0.099 0.426 0.022
```
Forces are in eV/Å.

Results
**HOMO (spin up / spin down)**: -11.235 / -11.628 eV
**E**: -39808.04359 eV
**Total charge**: +1
**HOMO-LUMO gap (spin up / spin down)**: 5.1437 / 7.1631 eV
**Multiplicity**: 1
**Relative energy (zero: lowest compared OMol25 entry of this formula, charge and spin)**: 0.0 kcal per mole



Formula: C13H26NO
Source: the OMol25 dataset
Level of theory: ωB97M-V/def2-TZVPD

XYZ file:
```
41
Properties=species:S:1:pos:R:3:forces:R:3
C -0.311 2.261 2.228 -0.022 -0.057 0.022
C -1.685 1.833 1.701 0.039 0.036 -0.053
C -1.805 1.526 0.196 -0.001 -0.014 -0.020
C -1.656 2.794 -0.647 -0.046 -0.002 0.037
C -0.929 0.364 -0.333 -0.017 -0.133 -0.112
C 0.499 0.801 -0.722 -0.030 0.007 -0.067
C 1.593 -0.292 -0.847 -0.159 -0.151 -0.024
C 1.744 -0.780 -2.292 -0.029 -0.123 0.037
C 2.940 0.281 -0.425 0.104 0.118 0.005
N 1.292 -1.432 0.080 -0.019 0.204 0.286
O 1.863 -1.360 1.226 0.006 -0.098 -0.178
C -0.090 -2.004 0.156 0.093 0.145 -0.165
C -0.064 -3.118 1.201 -0.048 -0.070 0.128
C -0.573 -2.592 -1.172 0.115 0.004 -0.023
C -0.971 -0.836 0.613 -0.117 -0.073 -0.123
H 0.225 2.893 1.521 -0.005 0.074 -0.010
H 0.327 1.404 2.456 0.009 0.015 -0.106
H -0.418 2.838 3.147 -0.010 -0.054 0.033
H -2.409 2.622 1.927 0.003 0.009 -0.075
H -2.022 0.960 2.263 -0.038 0.024 0.053
H -2.838 1.186 0.051 0.009 -0.027 0.065
H -1.684 2.571 -1.716 -0.002 -0.009 0.023
H -0.724 3.321 -0.438 0.030 -0.025 -0.047
H -2.475 3.482 -0.430 0.016 0.020 0.002
H -1.429 0.046 -1.256 0.075 0.023 -0.027
H 0.861 1.551 -0.025 0.005 -0.016 0.178
H 0.439 1.299 -1.694 0.053 0.103 0.054
H 2.160 0.034 -2.887 -0.015 -0.012 -0.006
H 0.810 -1.080 -2.756 -0.043 0.008 -0.004
H 2.437 -1.622 -2.338 -0.006 0.014 0.006
H 3.276 0.989 -1.186 -0.043 0.023 0.034
H 2.876 0.796 0.531 0.023 -0.052 0.011
H 3.681 -0.511 -0.331 0.023 0.014 -0.046
H 0.907 -3.609 1.213 -0.042 -0.056 -0.047
H -0.833 -3.858 0.976 -0.018 0.037 0.025
H -0.247 -2.729 2.201 0.090 0.005 0.019
H 0.172 -3.269 -1.593 -0.003 -0.017 0.019
H -1.480 -3.166 -0.980 0.003 0.037 -0.015
H -0.817 -1.842 -1.918 0.006 0.015 -0.017
H -0.633 -0.560 1.614 -0.008 -0.012 -0.017
H -2.006 -1.193 0.684 0.022 0.069 0.145
```
Forces are in eV/Å.

Results
**HOMO (spin up / spin down)**: -7.923 / -9.259 eV
**E**: -17438.91024 eV
**HOMO-LUMO gap (spin up / spin down)**: 8.7279 / 10.0155 eV
**Multiplicity**: 2



Formula: C13H26NO5
Source: the OMol25 dataset
Level of theory: ωB97M-V/def2-TZVPD

XYZ file:
```
45
Properties=species:S:1:pos:R:3:forces:R:3
C -2.197 0.922 0.168 0.418 -0.411 -0.064
O -2.157 2.288 -0.228 -0.388 0.108 0.625
C -3.277 2.767 -0.848 0.008 -0.044 -0.961
O -3.465 2.612 -2.019 0.017 0.003 0.543
O -4.066 3.547 -0.077 0.130 -0.062 0.041
C -4.904 2.893 0.879 -0.277 0.079 0.241
C -6.092 2.214 0.179 -0.282 0.084 -0.270
O -6.511 1.036 0.889 0.571 0.149 0.459
C -5.615 0.018 0.894 -0.022 -0.436 -0.620
O -5.209 -0.542 -0.088 0.007 0.535 0.453
H -1.172 0.651 0.427 -0.063 0.104 -0.043
H -2.536 0.268 -0.639 -0.127 0.128 0.007
H -2.805 0.756 1.062 -0.052 0.112 -0.128
H -4.358 2.183 1.504 0.159 -0.005 -0.164
H -5.259 3.679 1.546 0.119 -0.015 -0.103
H -5.851 1.988 -0.862 0.055 -0.115 0.078
H -6.958 2.876 0.193 0.062 -0.121 -0.087
H -5.294 -0.263 1.908 -0.322 -0.086 0.024
C 0.592 -1.439 1.464 0.032 -0.017 -0.151
C 0.683 -1.761 -0.028 -0.039 0.093 0.231
C 2.066 -2.014 -0.611 -0.201 -0.024 -0.066
N 3.024 -0.838 -0.630 0.143 0.058 -0.100
C 2.320 0.435 -0.961 0.003 -0.064 0.045
C 3.758 -0.719 0.695 0.031 -0.101 0.082
C 5.017 -1.541 0.516 0.013 -0.015 -0.079
C 5.444 -1.179 -0.903 0.006 0.024 0.027
C 4.126 -1.097 -1.670 0.152 -0.005 0.047
H 1.049 -0.481 1.720 -0.022 0.005 0.034
H -0.454 -1.381 1.760 -0.003 -0.026 0.022
H 1.060 -2.218 2.068 0.021 0.019 0.018
H 0.171 -0.994 -0.611 -0.009 -0.023 -0.034
H 0.123 -2.680 -0.212 0.051 -0.032 -0.058
H 1.947 -2.318 -1.649 0.006 0.012 -0.011
H 2.577 -2.818 -0.081 0.055 0.007 -0.020
H 1.642 0.697 -0.154 -0.028 0.003 -0.014
H 1.771 0.305 -1.891 -0.022 0.025 -0.002
H 3.067 1.215 -1.076 0.000 0.013 -0.013
H 3.994 0.334 0.839 -0.010 0.013 0.008
H 3.111 -1.061 1.495 -0.049 0.062 -0.009
H 4.799 -2.607 0.599 0.012 -0.004 0.014
H 5.769 -1.297 1.263 -0.026 0.015 0.026
H 6.116 -1.913 -1.341 -0.021 0.001 -0.046
H 5.954 -0.216 -0.917 -0.012 0.008 0.036
H 3.893 -2.025 -2.183 -0.038 -0.024 0.032
H 4.107 -0.284 -2.390 -0.061 -0.031 -0.052
```
Forces are in eV/Å.

Results
**HOMO**: -12.531 eV
**E**: -25622.77985 eV
**Total charge**: +1
**HOMO-LUMO gap**: 10.0943 eV
**Multiplicity**: 1
**Relative energy (zero: lowest compared OMol25 entry of this formula, charge and spin)**: 0.0 kcal per mole



Formula: C13H27BFNO5S3
Source: the OMol25 dataset
Level of theory: ωB97M-V/def2-TZVPD

XYZ file:
```
51
Properties=species:S:1:pos:R:3:forces:R:3
C -5.223 -2.494 2.391 -0.036 -0.033 0.059
C -4.186 -1.796 3.268 -0.085 0.056 0.054
C -3.242 -0.823 2.574 0.095 -0.043 -0.026
F -3.940 0.365 2.339 -0.051 -0.008 -0.029
C -2.597 -1.323 1.278 0.154 0.057 0.000
C -1.903 -0.231 0.447 -0.066 -0.132 -0.031
S -3.098 0.837 -0.456 0.018 0.013 0.037
C -0.848 -0.767 -0.576 -0.007 -0.002 -0.135
B -0.970 -0.003 -2.009 0.286 0.167 0.256
O -1.902 -0.407 -2.916 -0.022 -0.294 0.218
N 0.004 1.049 -2.220 -0.395 -0.526 -0.816
C -0.423 2.060 -3.185 0.139 0.096 0.019
C 1.330 0.466 -2.540 0.240 0.128 0.548
S -0.664 -2.533 -0.817 -0.124 0.090 -0.028
O 0.738 -2.807 -0.750 0.032 -0.014 -0.086
O -1.425 -3.019 -1.920 0.036 -0.021 0.031
O -1.361 -3.220 0.462 0.003 -0.050 0.079
C -1.628 -2.457 1.627 0.010 -0.030 0.068
S -0.040 -1.978 2.429 -0.051 0.049 0.008
H -4.798 -2.916 1.480 -0.007 -0.015 0.031
H -5.674 -3.321 2.940 -0.030 0.053 0.019
H -6.025 -1.810 2.112 0.076 0.012 -0.100
H -3.599 -2.523 3.835 0.053 -0.015 -0.113
H -4.704 -1.191 4.017 0.054 -0.082 0.068
H -2.447 -0.563 3.280 -0.052 0.098 0.008
H -3.348 -1.788 0.635 -0.048 0.022 0.071
H -1.356 0.424 1.124 -0.008 0.060 -0.079
H -3.240 1.753 0.509 -0.039 -0.030 0.003
H 0.138 -0.502 -0.197 -0.043 -0.067 0.091
H -1.638 -0.333 -3.836 -0.119 0.371 -0.070
H -0.273 1.752 -4.230 -0.017 0.001 0.025
H -1.483 2.275 -3.044 0.035 0.032 0.034
H 0.135 2.986 -3.030 0.014 -0.029 -0.038
H 2.057 0.655 -1.746 0.038 0.098 -0.088
H 1.294 -0.619 -2.688 -0.038 0.035 -0.010
H 1.714 0.904 -3.462 0.004 0.019 0.036
H -2.109 -3.166 2.297 -0.039 -0.042 -0.116
H -0.462 -0.798 2.899 0.031 0.001 0.015
C 6.063 1.674 0.185 0.006 0.003 -0.005
C 4.959 2.536 0.796 -0.010 -0.004 0.004
C 4.348 3.174 -0.445 -0.001 -0.008 0.024
O 4.501 2.222 -1.497 -0.041 -0.012 -0.051
C 5.390 1.181 -1.090 0.007 -0.008 0.022
H 6.387 0.858 0.829 -0.007 0.003 0.004
H 6.933 2.288 -0.057 -0.003 0.002 -0.006
H 4.225 1.905 1.301 -0.004 -0.001 -0.004
H 5.324 3.273 1.510 0.008 -0.004 -0.003
H 4.875 4.096 -0.715 0.002 0.000 0.004
H 3.288 3.404 -0.334 0.001 0.000 -0.003
H 4.814 0.267 -0.902 0.000 -0.001 -0.001
H 6.091 0.984 -1.901 -0.002 0.002 0.002
```
Forces are in eV/Å.

Results
**Structure (SMILES)**: CC[C@H](F)[C@H]1[C@H](S)[C@H](B(O)N(C)C)S(=O)(=O)O[C@H]1S.C1CCOC1
**HOMO**: -8.943 eV
**E**: -61546.53706 eV
**HOMO-LUMO gap**: 9.1849 eV
**Multiplicity**: 1



Question: E of number 3 (C13H26NO)?
Answer: -17438.91024 eV